No. 1
A 2-piece molecular cluster, C10H16 overall, computed with the ωB97M-V functional and the def2-TZVPD basis.

Geometry as XYZ:
```
26
Properties=species:S:1:pos:R:3:forces:R:3
C -1.474787 -1.406110 1.554184 0.9952 0.8481 -0.0061
C -1.231155 0.052264 1.983310 0.3089 0.0652 0.2084
C -0.150068 -2.173655 1.275211 -1.2528 -0.0802 0.3654
H -2.003421 -1.848116 2.394400 -0.3876 -0.4414 -0.3949
H -2.063245 -1.383659 0.643015 -0.3721 -0.2353 0.0686
H -0.298875 0.468033 1.600736 -0.0289 -0.0659 -0.4208
H -0.038878 -2.901292 2.080332 0.5401 -0.0087 -0.1432
H -0.244616 -2.715932 0.331739 0.2636 -0.0085 0.0798
H -1.101859 0.118368 3.068343 -0.3103 0.0576 -0.0267
H -2.042514 0.704644 1.653543 0.0181 0.0129 0.2591
H 0.676179 -1.472744 1.229195 0.2210 -0.1717 0.0267
C -0.361909 -0.500867 -2.631243 -0.0647 -0.3043 -0.1656
C 0.405899 2.458151 -0.378454 0.3200 0.0523 -0.1302
C -0.192694 1.627428 -1.310916 -0.4237 -0.0809 0.2448
C 1.674976 2.142227 0.099410 -0.3062 0.0495 -0.2944
C 0.299656 0.355548 -1.593940 0.4947 0.3018 -0.0208
C 2.206023 0.905439 -0.217938 0.1976 -0.2299 0.3022
C 1.488014 -0.019381 -0.960912 -0.3795 0.0788 -0.1086
H -0.117336 3.346070 -0.046539 0.2032 0.1857 -0.2031
H -1.096788 1.975878 -1.794061 -0.1648 -0.1419 0.0200
H 2.252206 2.860473 0.658380 -0.0333 0.0108 0.3053
H 3.184733 0.626701 0.150555 0.0065 -0.0041 0.1053
H 0.017142 -1.523102 -2.629785 0.0363 0.0072 0.1179
H -0.183547 -0.108861 -3.635466 0.0941 0.0875 0.0491
H 1.838744 -1.041426 -1.005930 0.1571 -0.0110 -0.3919
H -1.441880 -0.546081 -2.517170 -0.1325 0.0267 0.1535
```
Positions in Å, forces in eV/Å.

SMILES	Cc1ccccc1.CCC
ΔE to the lowest compared entry with this formula, charge and spin	11.3	kcal/mol
HOMO level	-0.3328	Eh
lowest unoccupied orbital energy	1.032	eV

No. 2
C19H40HgNO9S3 as an isolated structure, computed with the ωB97M-V functional and the def2-TZVPD basis.

Geometry as XYZ:
```
73
Properties=species:S:1:pos:R:3:forces:R:3
Hg -1.409561 -4.210023 1.113863 0.5748 1.5908 0.0390
O 0.624802 -0.843508 1.461879 0.0379 -0.3763 0.2003
C -0.019186 -1.984239 1.431084 -0.3939 0.1546 -0.0058
O 0.371577 -2.866763 0.613080 0.1132 -0.6657 -0.0591
O -1.047773 -2.152709 2.165976 -0.0352 -0.7334 0.1176
H 0.294110 -0.335770 2.223967 0.3438 0.2233 0.0223
C -4.086436 3.610969 -1.182348 0.0652 -0.2067 0.5681
C -2.803137 3.592392 -2.005159 0.1306 -0.5023 1.0898
N -1.910945 2.498850 -1.587388 0.0293 -0.4649 -0.1456
C -1.096014 2.809264 -0.402972 -0.3370 -0.6649 -1.0280
C -0.602156 1.526346 0.224632 0.1993 -0.3507 0.3423
C -1.106129 2.030638 -2.706991 0.4300 0.3393 -0.4420
C -0.375537 3.083673 -3.553235 0.0534 -0.0879 -1.2192
H -4.529526 4.603081 -1.100450 -0.1325 -0.0129 -0.4143
H -3.884148 3.331153 -0.143505 0.1057 -0.0817 -0.0811
H -4.801736 2.882352 -1.561256 -0.1227 0.1295 -0.0229
H -3.050332 3.368787 -3.039527 0.1061 0.6633 -0.2021
H -2.275877 4.537673 -1.822453 -0.0829 0.1672 -0.7506
H -0.225424 3.401510 -0.714413 -0.1468 0.4473 0.4178
H -1.772684 3.314572 0.282519 0.4094 0.3636 0.1617
H 0.022818 0.912233 -0.425599 0.0845 0.3109 -0.1752
H 0.027615 1.737271 1.092295 -0.1912 0.0327 0.1139
H -1.446443 0.883037 0.493244 -0.0289 0.2000 0.2961
H -1.732619 1.414911 -3.363505 -0.0325 0.3728 0.0680
H -0.295728 1.372956 -2.383137 -0.3140 -0.0331 0.4734
H 0.384268 2.564175 -4.149424 0.3183 0.0263 0.4313
H 0.092688 3.899240 -3.005624 0.0502 -0.1469 0.1859
H -0.949916 3.524412 -4.375618 -0.5077 0.1625 0.5124
C 5.443949 -1.543153 -2.279229 0.6807 0.8169 0.2744
C 4.992466 -1.858462 -0.836918 -1.6513 0.2108 -0.1262
C 3.459113 -1.897615 -0.845296 -0.3069 0.3812 0.4061
S 2.968693 -0.555934 -1.954357 0.4441 -1.6734 -0.0409
O 3.044819 0.676799 -1.222453 0.0039 0.2756 -0.0216
O 1.733094 -0.925130 -2.619329 -0.0730 0.2852 -0.1195
C 4.420911 -0.710153 -3.065174 -1.1143 -0.0229 1.4954
H 5.700489 -2.434669 -2.844281 0.0620 -0.0695 0.1193
H 6.322471 -0.908397 -2.156541 0.2925 -0.3856 -0.3854
H 5.178381 -1.041737 -0.139918 0.8205 -0.0822 -0.1468
H 5.387685 -2.801123 -0.472188 0.2182 0.1074 0.0941
H 3.011581 -1.551421 0.088984 0.1017 -0.3277 0.1564
H 3.018038 -2.856174 -1.111628 -0.0714 0.1433 -0.3772
H 4.704121 0.336471 -3.130603 0.1770 -0.0939 -0.8396
H 4.025313 -1.228324 -3.930756 0.2565 0.4468 -0.4215
C -1.117216 -0.158885 6.910146 -0.5125 0.1351 -0.8767
C 0.253443 -0.521259 7.494498 -0.7106 -0.0472 0.4700
C 1.284585 0.390478 6.852175 -0.0225 0.1249 -0.6900
S 0.634722 0.736196 5.185710 -0.2689 -0.2520 0.8101
O 1.438971 0.082854 4.175981 -0.1099 -0.0358 -0.3971
O 0.353416 2.143246 5.099529 0.0769 0.1195 -0.2492
C -0.929127 -0.140838 5.400150 0.5505 0.2420 -1.0113
H -1.434607 0.838391 7.222943 0.1134 -0.0089 0.1179
H -1.937917 -0.835760 7.143342 0.2349 -0.1619 0.3532
H 0.465484 -1.570790 7.285967 0.1039 0.0254 0.0292
H 0.182257 -0.386130 8.573557 0.3962 -0.0942 0.0192
H 2.268228 -0.050302 6.716578 0.0376 0.0120 0.1378
H 1.353800 1.377985 7.303069 0.0395 -0.0847 0.1900
H -0.807364 -1.107719 4.905678 0.1036 -0.2164 0.4722
H -1.624040 0.400333 4.756057 -0.2748 0.2080 0.4884
C -1.014494 -2.437179 -3.828462 -0.6847 -0.1644 0.7495
C -1.308165 -0.995076 -3.399888 1.0903 0.0543 -0.7756
C -1.429759 -1.075924 -1.891738 -1.1192 0.2417 0.2755
S -2.684419 -2.350062 -1.734740 1.7163 -0.1007 -0.6707
O -3.999909 -1.815187 -1.854845 -0.2963 -0.1129 0.4074
O -2.359900 -3.237441 -0.586803 -0.7283 -0.1751 -0.0040
C -2.212726 -3.218936 -3.239923 -0.2829 0.0756 -0.3834
H -0.126641 -2.826584 -3.329202 0.2622 0.2777 -0.2359
H -0.938370 -2.579660 -4.901740 -0.0056 -0.0103 -0.0377
H -2.179405 -0.635749 -3.951575 -0.3157 -0.0283 0.4806
H -0.518487 -0.282389 -3.642606 0.1439 -0.4743 -0.0228
H -1.821244 -0.187079 -1.392656 0.0519 0.0139 -0.1047
H -0.488464 -1.409870 -1.455299 -0.0434 -0.0598 0.0439
H -3.119494 -3.091063 -3.833626 0.1232 -0.3181 -0.2354
H -1.990825 -4.263070 -3.042551 -0.2355 -0.0540 0.0882
```
Positions in Å, forces in eV/Å.

ΔE to the lowest compared entry with this formula, charge and spin	0.0	kcal/mol
HOMO level	-0.3714	Eh
total charge	+1
lowest unoccupied orbital energy	-7.045	eV

No. 3
C34H39MoN2O4 as an isolated structure, computed with the ωB97M-V functional and the def2-TZVPD basis.

Geometry as XYZ:
```
80
Properties=species:S:1:pos:R:3:forces:R:3
O -0.677899 -1.042291 -3.473509 0.6568 0.3880 -1.6739
C 0.034077 0.040228 -4.160272 0.1207 1.1787 0.7853
C 0.192412 -0.657012 -5.482229 -0.0537 -0.1580 0.6974
H 0.984497 0.187983 -3.639291 -0.2141 0.4509 -0.1831
H -0.569654 0.947789 -4.233935 0.2219 -0.0803 0.4479
C -0.538155 -1.786362 -4.741118 -0.0707 -0.9673 -0.8445
H 1.252126 -0.814807 -5.702638 -0.4021 -0.2710 -0.3222
H -0.359687 -0.243447 -6.314317 0.0536 0.1532 -0.1504
C 0.377550 -2.975691 -4.648327 -0.1403 -0.3351 -0.0621
H 1.326947 -2.666175 -4.194439 -0.1490 -0.3500 -0.2334
H 0.549208 -3.316843 -5.677622 0.1557 0.0048 0.3022
H -0.075671 -3.799773 -4.096097 0.2878 -0.1169 -0.1348
C -1.904115 -2.117928 -5.295462 0.1228 -0.1552 0.0668
H -2.478982 -1.198198 -5.458745 0.0328 -0.2692 -0.0173
H -2.444809 -2.775136 -4.602213 -0.0076 0.1191 -0.1270
H -1.767594 -2.656236 -6.240576 -0.2234 0.1696 0.0860
Mo -0.779207 -1.215105 -0.524717 -2.3952 2.7950 4.1769
C -3.245386 -0.695704 0.668715 -0.1682 -0.0993 -0.9354
C -2.814340 0.624941 0.397475 0.0495 -0.5923 -0.4823
C -2.404618 0.694870 -0.967275 -0.0031 -1.0982 -0.3558
H -2.906579 1.478970 1.077963 0.4208 -0.5143 -0.2031
C -2.667023 -0.587707 -1.584529 -0.2456 0.0162 0.6021
C -3.119422 -1.476293 -0.531572 -0.1653 1.0168 -0.4338
H -3.503637 -2.473802 -0.710151 0.0591 0.1856 0.2110
H -3.757464 -1.033574 1.561238 0.5616 -0.0163 0.0154
H -2.119412 1.581326 -1.511710 0.0505 -0.1798 0.2684
H -2.665662 -0.819939 -2.644308 0.0670 0.1776 0.3675
C 0.204922 -3.087553 0.631359 0.2199 -0.5665 -1.1328
C -0.828642 -3.462553 -0.286391 1.0568 -0.6785 -0.0594
C -0.421905 -3.059003 -1.599774 1.2443 -0.4535 0.6071
H -1.710141 -4.059298 -0.056878 0.2914 0.3692 0.0531
C 0.839539 -2.348067 -1.474189 0.3579 -1.0158 -0.1989
C 1.215913 -2.374582 -0.096078 -0.5983 -0.6366 -0.6190
H 2.125803 -1.946162 0.303843 -0.2220 0.1391 0.0927
H 0.298782 -3.467739 1.647791 -0.4087 0.8264 -0.0916
H -0.873372 -3.362355 -2.519917 -0.4182 0.3327 0.0293
H 1.448951 -1.960976 -2.297001 -0.4550 -0.0694 0.5942
O 0.981823 2.786325 -3.786694 -1.3832 0.1915 0.7779
C 0.319196 2.605951 -2.510476 0.7126 0.4558 0.2765
C -1.040883 3.341555 -2.551402 0.1429 -0.4920 -0.7703
H 0.959677 3.043312 -1.728041 -0.1564 -0.0427 -0.1236
H 0.273476 1.523926 -2.294792 -0.1889 0.5026 -0.0593
C -0.830418 4.420955 -3.630878 0.2141 0.0042 0.0012
H -1.338122 3.740591 -1.572204 0.1105 -0.1237 -0.3100
H -1.829415 2.663170 -2.925614 0.2763 0.2600 0.2190
C 0.417604 3.962993 -4.405521 0.4800 0.0107 -0.2890
H -0.699301 5.416777 -3.198194 0.0450 -0.1910 -0.0540
H -1.658733 4.465902 -4.340741 -0.1076 0.0874 0.3282
H 1.200635 4.736570 -4.415700 -0.2933 -0.1696 -0.1548
H 0.138563 3.694389 -5.437323 0.3239 0.1295 0.2824
O -1.817695 -2.061596 2.652810 0.3223 0.6689 -0.7236
C -1.020498 -1.129994 2.643867 0.2654 -0.2000 1.2937
N -0.580352 -0.498594 3.789810 -1.0977 -1.0157 -1.0042
C 0.668978 0.166984 3.582804 0.1655 0.5699 0.6439
C 0.693030 0.215690 2.035025 1.0119 0.7406 -1.0097
O 1.515460 0.811407 1.339388 -1.0813 -0.9008 0.8536
N -0.339714 -0.556914 1.555996 -0.0762 -0.5361 -0.5351
C 0.584017 1.514100 4.291623 -0.0319 0.4971 -0.0487
C 0.373360 2.697885 3.588700 0.1545 0.2558 0.3625
C 0.303990 3.916923 4.287486 -0.0551 -0.2465 -0.2318
C 0.416149 3.947448 5.678069 0.0761 -0.0828 -0.0350
C 0.574807 2.752060 6.389404 -0.1597 -0.3573 -0.4157
C 0.628263 1.535490 5.694978 0.1838 0.3987 0.0244
C 1.841775 -0.658922 4.132210 0.4460 -0.1515 -0.3788
C 3.041649 -0.033396 4.492118 0.0638 -0.1690 0.2481
C 4.059333 -0.759563 5.122473 -0.2939 0.0089 -0.1397
C 3.915561 -2.136230 5.332777 -0.2837 0.0493 -0.0504
C 2.750198 -2.776262 4.897223 -0.0792 0.1786 -0.1906
C 1.721944 -2.040358 4.282556 0.3653 -0.1915 0.2916
H -0.923861 -0.838496 4.676364 0.2884 0.0125 -0.0363
H 0.294523 2.666023 2.497738 0.1217 0.1784 0.4222
H 0.173967 4.839807 3.715402 0.0255 -0.2764 0.2977
H 0.387512 4.898883 6.217994 -0.0058 -0.3542 -0.2605
H 0.655755 2.755753 7.478642 -0.0648 0.0291 -0.3710
H 0.744669 0.597295 6.246276 0.0535 0.3429 -0.1443
H 3.154317 1.038804 4.323341 -0.0082 -0.3056 0.1319
H 4.942254 -0.231129 5.487166 -0.1977 -0.2261 -0.2326
H 4.697178 -2.706072 5.845534 -0.3176 0.2498 -0.2220
H 2.615693 -3.851343 5.046397 0.1189 0.3819 -0.0533
H 0.816253 -2.553909 3.950285 0.2239 0.1291 0.2477
```
Positions in Å, forces in eV/Å.

spin multiplicity	3
HOMO level (alpha / beta)	-0.4064 / -0.4066	Eh
expectation value of S²	2.0296
total charge	+1
lowest unoccupied orbital energy (alpha / beta)	-4.487 / -4.622	eV

No. 4
One molecule with the formula C5H6O, computed with the ωB97M-V functional and the def2-TZVPD basis.

Geometry as XYZ:
```
12
Properties=species:S:1:pos:R:3:forces:R:3
C 0.797668 0.486152 0.703292 3.1179 1.0094 -1.3467
C 0.906133 0.356610 -0.875458 0.2399 1.8933 0.3214
C 0.078321 -0.502030 -1.473226 -1.5152 -0.5463 0.9705
C -1.404075 -0.576310 0.417515 1.8458 -0.6590 -2.4085
C -0.618015 0.208866 1.113839 0.7268 0.8248 2.0712
H 1.621508 -0.302797 1.032208 -1.9121 1.4611 0.0366
H 1.261926 1.551046 1.025409 -1.4158 -2.4277 -0.5615
H 1.606999 1.156214 -1.474049 -1.6515 -2.7321 1.4322
H 0.120023 -0.862782 -2.476593 -0.0643 0.2286 -0.5514
H -2.303877 -0.948255 0.723519 -2.3774 -0.5486 0.7972
H -0.969218 0.592286 2.123134 0.3613 -0.5909 -1.4803
O -1.097394 -1.159000 -0.839589 2.6446 2.0875 0.7193
```
Positions in Å, forces in eV/Å.

SMILES	C1=COC=CC1
ΔE to the lowest compared entry with this formula, charge and spin	52.0	kcal/mol
HOMO level	-0.3180	Eh
lowest unoccupied orbital energy	0.973	eV

No. 5
One molecule with the formula C5H7NO, computed with the ωB97M-V functional and the def2-TZVPD basis.

Geometry as XYZ:
```
14
Properties=species:S:1:pos:R:3:forces:R:3
N -2.543570 0.930233 -0.046420 -0.1944 0.4130 1.1632
C -1.368644 0.775293 0.411581 -0.8158 0.0172 -0.0899
O -0.295791 1.522164 -0.075943 -0.1623 0.0879 0.0050
C -0.122318 0.264855 -0.815914 -0.2112 -0.1338 -0.2954
C 1.311746 -0.224158 -0.545476 -0.0670 -0.0584 -0.1948
C 0.809973 -0.701636 0.854946 0.0423 0.0015 0.1422
C -0.669089 -0.533233 0.423693 -0.1851 -0.0621 0.0861
H -2.566283 1.822273 -0.548781 -0.1718 -0.0309 0.2417
H -0.996718 0.317824 -1.540717 2.1522 -0.4662 -0.8065
H 2.083072 0.555226 -0.548711 -0.3193 -0.1302 -0.1148
H 1.624850 -1.053441 -1.183508 -0.1113 0.0654 0.0650
H 1.110280 -0.060632 1.685074 -0.0177 -0.0704 -0.1457
H 1.066899 -1.737768 1.092478 -0.0822 0.2168 -0.0416
H -1.302798 -1.413250 0.321730 0.1434 0.1500 -0.0145
```
Positions in Å, forces in eV/Å.

ΔE to the lowest compared entry with this formula, charge and spin	85.7	kcal/mol
HOMO level	-0.3632	Eh
lowest unoccupied orbital energy	0.933	eV

No. 6
One molecule with the formula C11H18N2O2, computed with the ωB97M-V functional and the def2-TZVPD basis.

Geometry as XYZ:
```
33
Properties=species:S:1:pos:R:3:forces:R:3
C -2.138721 1.822944 -0.384774 -1.2912 1.3353 -2.0994
C -1.567828 2.079140 0.990370 -0.6153 -3.7234 -0.8554
C -0.326425 -2.321987 0.776668 1.1508 -2.2559 -2.9652
C 1.136778 -2.032947 0.826966 1.8472 -0.6495 1.8704
C -2.168989 0.323929 -0.577546 -0.4451 -2.0375 -2.3619
C -0.790185 -1.900856 -0.597552 -1.1273 0.0767 0.4136
C -0.229776 1.352493 1.038752 0.4059 0.8525 2.2078
C 1.442980 -0.555471 0.839014 -1.5776 2.6746 -1.3204
C -0.754700 -0.364706 -0.673703 -0.1431 0.0564 -0.3637
C 0.051020 0.179969 0.459311 2.4978 1.3382 -0.7569
C -0.000131 -0.110480 -2.009485 0.6184 2.2787 1.5144
N 2.673487 -0.408885 -0.029469 -0.0013 0.2529 -0.4753
N 3.350475 0.640131 -0.112625 -1.6815 -0.1436 1.7644
O 2.815886 1.687752 0.684839 1.7392 2.6470 0.3506
O 4.377411 0.875536 -0.700113 0.1908 -0.1373 -0.3484
H -3.277727 2.208164 -0.445377 2.6856 -0.4937 -0.1978
H -1.433427 2.279334 -1.222630 -1.7774 -0.5360 1.5927
H -1.427483 3.075601 1.225933 -0.1364 1.9872 0.6934
H -2.323647 1.501555 1.635306 1.2150 1.3303 -0.0655
H -0.521710 -3.385028 0.947549 0.0009 0.1718 0.1977
H -0.783849 -1.726674 1.450256 -1.8481 1.5357 2.6604
H 1.439220 -2.303274 1.884773 0.5162 -0.7935 -1.4518
H 1.730507 -2.473235 -0.053468 -0.8019 0.1432 1.7554
H -2.750614 -0.134834 0.213004 0.1650 -0.1410 0.7572
H -2.795876 -0.066266 -1.472769 1.0960 1.1046 0.8743
H -0.036383 -2.262373 -1.321503 -0.9816 -0.4114 0.0694
H -1.845900 -2.220978 -0.752283 0.8206 -0.1783 -0.4921
H 3.506306 2.482727 0.732966 -1.6858 -2.7221 -0.5979
H 0.469202 1.905518 1.776346 -0.7249 -1.5293 -1.1975
H 1.493745 -0.014215 1.792281 1.2172 -0.9514 0.1752
H -0.415823 -0.696148 -2.778488 -0.9935 -0.1659 -1.2537
H 1.046004 -0.432984 -1.987955 -0.0712 -0.0596 0.5262
H 0.056173 0.996550 -2.154592 -0.2635 -0.8556 -0.6204
```
Positions in Å, forces in eV/Å.

SMILES	C[C@]12CCCC=C1[C@H](/N=[N+](/[O-])O)CCC2
ΔE to the lowest compared entry with this formula, charge and spin	188.2	kcal/mol
HOMO level	-0.3334	Eh
lowest unoccupied orbital energy	0.564	eV